No. 1
This record from the Open Molecules 2025 dataset describes a structure of composition C41H53IMnN2O8S4Te. The level of theory is ωB97M-V with the def2-TZVPD basis set.

```
111
Properties=species:S:1:pos:R:3:lowdin_spin:R:1
Mn 0.402 -0.508 -0.118 4.6997
O 2.246 -0.665 1.170 0.0307
S 3.235 -0.341 2.263 0.0092
C 4.127 1.152 1.767 0.0013
C 4.618 0.990 0.326 0.0004
C 3.533 1.393 -0.677 0.0029
C 3.805 0.963 -2.108 0.0016
S 3.158 -0.692 -2.515 0.0091
O 1.894 -0.910 -1.728 0.0331
C 4.424 -1.691 -1.754 0.0011
C 5.676 -1.735 -2.357 0.0003
C 6.664 -2.531 -1.800 0.0001
C 6.389 -3.280 -0.660 0.0000
C 5.123 -3.248 -0.092 0.0001
C 4.122 -2.458 -0.644 -0.0001
C 2.301 0.341 3.618 0.0009
C 2.938 1.052 4.629 0.0004
C 2.189 1.518 5.699 0.0000
C 0.824 1.263 5.757 0.0002
C 0.207 0.538 4.747 0.0000
C 0.946 0.065 3.672 0.0001
H 4.960 1.239 2.467 0.0003
H 3.447 1.995 1.869 0.0001
H 4.920 -0.047 0.157 0.0000
H 5.506 1.608 0.177 0.0001
H 3.377 2.472 -0.643 0.0000
H 2.591 0.961 -0.357 0.0022
H 4.868 0.920 -2.355 0.0003
H 3.308 1.621 -2.822 0.0000
H 5.877 -1.157 -3.254 0.0001
H 7.643 -2.575 -2.259 0.0000
H 7.163 -3.898 -0.223 0.0000
H 4.901 -3.842 0.786 0.0000
H 3.134 -2.434 -0.202 -0.0001
H 4.003 1.245 4.591 0.0000
H 2.672 2.082 6.488 0.0000
H 0.243 1.626 6.595 0.0000
H -0.856 0.338 4.793 0.0000
H 0.485 -0.513 2.885 -0.0001
O -3.021 1.244 -0.152 0.0018
S -2.634 -0.185 0.139 0.0103
C -4.150 -1.122 -0.201 0.0035
C -4.993 -0.992 1.061 0.0008
C -4.022 -1.316 2.194 0.0001
C -2.784 -0.455 1.943 -0.0005
H -3.877 -2.160 -0.399 0.0001
H -4.583 -0.672 -1.093 0.0000
H -5.857 -1.657 1.045 0.0002
H -5.350 0.037 1.157 0.0000
H -3.748 -2.372 2.150 0.0000
H -4.451 -1.121 3.178 0.0000
H -1.859 -0.935 2.261 -0.0003
H -2.846 0.548 2.368 0.0000
C -3.646 4.396 5.398 0.0001
C -2.700 4.027 4.285 0.0005
C -3.177 3.659 3.030 0.0000
C -2.314 3.274 2.016 0.0007
C -0.947 3.262 2.260 0.0012
C -0.444 3.640 3.502 0.0006
C -1.324 4.028 4.500 0.0000
S 0.168 2.597 1.059 0.0086
O 1.500 2.855 1.558 0.0015
O -0.127 3.208 -0.226 0.0012
O -0.153 1.132 1.061 0.0466
H -4.677 4.426 5.050 0.0000
H -3.395 5.372 5.818 0.0000
H -3.585 3.668 6.210 0.0000
H -4.245 3.673 2.841 0.0000
H -2.687 2.967 1.047 0.0000
H 0.625 3.618 3.670 0.0000
H -0.936 4.331 5.467 0.0000
N 1.383 -3.809 0.750 0.0016
C 0.415 -3.101 1.488 0.0083
O -0.246 -2.204 0.772 0.0661
C 0.206 -3.331 2.797 0.0076
I -1.669 -5.478 -0.709 0.0023
H 1.129 -3.866 -0.228 -0.0001
H 1.576 -4.724 1.130 0.0001
H -0.529 -2.755 3.343 0.0005
H 0.744 -4.109 3.324 0.0009
O -0.654 -0.138 -2.120 0.0315
C -0.805 0.814 -2.900 0.0039
C -1.729 0.685 -4.077 0.0010
C -3.019 1.513 -3.861 0.0002
C -2.840 2.801 -3.053 0.0000
C -1.769 3.752 -3.583 0.0000
C -0.365 3.113 -3.637 0.0001
N -0.177 1.986 -2.726 0.0016
H -1.971 -0.368 -4.208 0.0000
H -1.208 1.018 -4.977 0.0001
H -3.738 0.891 -3.325 0.0000
H -3.448 1.738 -4.840 0.0001
H -2.611 2.540 -2.017 0.0000
H -3.796 3.327 -3.038 0.0000
H -1.741 4.626 -2.930 0.0000
H -2.031 4.098 -4.586 0.0000
H 0.395 3.847 -3.373 0.0000
H -0.142 2.776 -4.647 0.0000
H 0.033 2.242 -1.756 0.0009
Te -1.194 -3.068 -1.866 0.0019
C -1.566 -3.875 -3.796 0.0001
C -2.729 -3.553 -4.489 0.0001
C -3.026 -4.180 -5.694 0.0000
C -2.164 -5.134 -6.212 0.0000
C -0.992 -5.448 -5.531 0.0000
C -0.689 -4.814 -4.335 0.0000
H -3.417 -2.822 -4.081 0.0000
H -3.943 -3.935 -6.216 0.0000
H -2.402 -5.634 -7.142 0.0000
H -0.316 -6.195 -5.928 0.0000
H 0.223 -5.064 -3.808 0.0000
```

Frontier orbital gap (alpha / beta) ... 6.71 / 6.75 eV
ΔE to the lowest compared entry with this formula, charge and spin ... 0.599 eV
Spin multiplicity ... 6

No. 2
This record from the Open Molecules 2025 dataset describes a cluster of 2 separate species, C6H15Cl2N2 in total in a non-equilibrium geometry. The level of theory is ωB97M-V with the def2-TZVPD basis set.

```
25
Properties=species:S:1:pos:R:3:mulliken_charge:R:1
C 0.405 2.666 -0.472 -1.6299
C 0.047 1.331 2.287 -1.2453
C -0.968 0.589 -1.462 -0.8781
C -0.165 1.276 -0.257 0.9086
C -0.451 0.730 0.946 -0.5330
C 0.009 -2.661 0.647 0.4243
N 1.220 -2.724 -0.106 -0.4765
N -0.233 -0.593 -1.966 0.0565
Cl -1.572 -2.563 -0.522 -0.2684
Cl -0.326 -4.189 1.597 -0.1109
H 1.117 3.003 0.284 0.4924
H 1.059 2.675 -1.341 0.3784
H -0.274 3.486 -0.589 0.3399
H 0.861 0.895 2.857 0.3066
H 0.177 2.473 2.053 0.2224
H -0.696 1.451 3.034 0.3524
H -1.863 0.523 -0.826 0.3766
H -1.006 1.377 -2.178 0.4311
H 0.044 -1.609 0.991 -0.0224
H -1.029 -0.206 1.034 0.6490
H 1.929 -2.008 0.097 0.2583
H 1.801 -3.584 -0.190 0.2509
H -0.195 -0.508 -3.005 0.3725
H -0.580 -1.318 -1.368 -0.0427
H 0.690 -0.514 -1.545 0.3871
```

Frontier orbital gap ... 10.33 eV
Charge ... +1
ΔE to the lowest compared entry with this formula, charge and spin ... 3.673 eV

No. 3
This record from the Open Molecules 2025 dataset describes a structure of composition C50H42Br2N3P2SSiSn. The level of theory is ωB97M-V with the def2-TZVPD basis set.

```
102
Properties=species:S:1:pos:R:3:mulliken_charge:R:1
Sn -0.601 -0.603 0.717 0.4273
C 1.766 0.779 -2.231 -0.6903
Si 0.931 -0.831 -2.641 0.4270
C -0.559 -0.811 -3.751 0.8446
C -0.438 -1.443 -4.994 -0.7744
C -1.424 -1.293 -5.956 -0.9731
C -2.536 -0.507 -5.685 -0.8663
C -2.677 0.107 -4.447 -0.6783
C -1.709 -0.057 -3.463 0.7970
P -1.887 0.751 -1.823 0.7606
C -2.462 2.419 -2.316 0.6069
C -3.767 2.859 -2.098 -0.2684
C -4.176 4.080 -2.612 -0.7748
C -3.292 4.869 -3.332 -0.6320
C -1.984 4.445 -3.527 -0.7313
C -1.567 3.227 -3.019 -0.5190
C -3.425 0.133 -1.053 0.2759
C -3.621 0.561 0.266 -0.3583
C -4.764 0.193 0.962 -0.9681
C -5.714 -0.609 0.343 -0.7465
C -5.528 -1.023 -0.969 -0.7270
C -4.385 -0.657 -1.668 -0.3072
C 2.038 -2.322 -2.446 0.8345
C 2.841 -2.612 -3.558 -0.7493
C 3.800 -3.609 -3.501 -0.9531
C 3.995 -4.314 -2.322 -0.8267
C 3.216 -4.034 -1.210 -0.4007
C 2.227 -3.056 -1.264 0.2203
P 1.183 -2.827 0.224 1.1510
C 2.346 -2.720 1.616 1.1576
C 2.816 -3.830 2.317 -0.2941
C 3.719 -3.653 3.353 -0.8884
C 4.153 -2.380 3.700 -0.6529
C 3.686 -1.272 3.006 -0.7130
C 2.784 -1.441 1.970 -0.4814
C 0.410 -4.462 0.435 0.9230
C -0.097 -4.787 1.695 -0.8713
C -0.729 -6.004 1.900 -1.0394
C -0.872 -6.898 0.848 -0.8168
C -0.371 -6.578 -0.407 -0.7220
C 0.262 -5.363 -0.617 -0.6986
H 2.392 1.072 -3.082 0.4775
H 2.425 0.684 -1.367 0.3569
H 1.058 1.587 -2.047 0.1790
H 0.440 -2.037 -5.224 0.3425
H -1.313 -1.774 -6.918 0.4915
H -3.292 -0.362 -6.445 0.4830
H -3.542 0.729 -4.252 0.6666
H -4.476 2.258 -1.547 0.3242
H -5.195 4.409 -2.453 0.4719
H -3.621 5.815 -3.742 0.4219
H -1.290 5.064 -4.081 0.4566
H -0.548 2.895 -3.189 0.2602
H -2.931 1.276 0.712 0.6264
H -4.929 0.562 1.966 0.5374
H -6.617 -0.881 0.875 0.4760
H -6.285 -1.619 -1.462 0.4789
H -4.257 -0.978 -2.692 0.4540
H 2.734 -2.039 -4.473 0.4723
H 4.405 -3.821 -4.372 0.4439
H 4.758 -5.078 -2.267 0.4876
H 3.379 -4.583 -0.292 0.4264
H 2.481 -4.827 2.063 0.4717
H 4.089 -4.515 3.892 0.4718
H 4.856 -2.251 4.512 0.4470
H 4.032 -0.282 3.272 0.5022
H 2.433 -0.579 1.408 -0.0929
H 0.035 -4.099 2.522 0.6411
H -1.087 -6.267 2.888 0.5173
H -1.362 -7.850 1.005 0.4630
H -0.458 -7.286 -1.221 0.5102
H 0.653 -5.126 -1.598 0.3657
N -3.630 -3.901 0.826 0.5861
C -4.015 -4.321 -0.469 -0.5889
C -5.133 -5.122 -0.623 -0.6825
C -5.536 -5.523 -1.890 -0.9099
C -4.835 -5.105 -3.008 -0.8511
C -3.719 -4.288 -2.861 -0.8934
C -3.310 -3.917 -1.594 0.5725
S -1.873 -2.896 -1.416 0.7706
N -1.985 -2.372 0.199 0.8323
C -2.737 -2.942 1.088 -0.1008
C -2.532 -2.516 2.497 0.0827
C -3.250 -3.016 3.570 -0.9503
C -2.889 -2.643 4.860 -0.8640
C -1.828 -1.773 5.043 -1.0545
C -1.181 -1.288 3.917 -0.6014
N -1.524 -1.652 2.685 1.1692
H -4.183 -4.274 1.578 0.0888
H -5.695 -5.436 0.251 0.5198
H -6.401 -6.164 -1.997 0.4629
H -5.145 -5.412 -3.997 0.5105
H -3.156 -3.956 -3.725 0.6452
H -4.086 -3.688 3.439 0.5726
H -3.428 -3.040 5.710 0.5500
H -1.514 -1.468 6.030 0.5124
H -0.349 -0.598 4.000 0.5344
Br -0.809 2.498 2.641 -0.0618
C 0.876 3.384 2.326 -0.6142
Br 1.953 2.417 1.067 -0.0464
H 1.418 3.442 3.260 0.4353
H 0.679 4.368 1.920 0.4393
```

Frontier orbital gap ... 5.69 eV
Charge ... +3
ΔE to the lowest compared entry with this formula, charge and spin ... 0.000 eV

No. 4
This record from the Open Molecules 2025 dataset describes a structure of composition C28H33ClMnN4O3SSi. The level of theory is ωB97M-V with the def2-TZVPD basis set.

```
72
Properties=species:S:1:pos:R:3:lowdin_spin:R:1
Mn 0.642 0.241 -0.487 3.7923
C 1.702 0.897 -3.239 0.0107
Si 3.184 0.772 -2.092 0.0116
C 4.045 2.433 -2.091 0.0008
C 4.316 -0.602 -2.656 0.0026
N 2.498 0.433 -0.505 0.0280
C 3.234 0.276 0.670 -0.0014
C 4.621 0.392 0.746 0.0145
C 5.282 0.219 1.955 -0.0030
C 4.578 -0.079 3.109 0.0199
C 3.193 -0.205 3.066 -0.0020
C 2.553 -0.018 1.861 0.0137
O 1.179 -0.128 1.685 0.0465
C 0.371 -0.466 2.770 0.0021
C 0.067 -1.801 2.967 0.0020
C -0.788 -2.144 4.003 -0.0001
C -1.318 -1.159 4.826 0.0016
C -0.984 0.173 4.620 -0.0001
C -0.131 0.529 3.586 0.0020
H 2.074 1.129 -4.239 0.0025
H 1.010 1.701 -2.973 0.0013
H 1.130 -0.029 -3.320 0.0012
H 4.324 2.711 -3.108 0.0000
H 4.950 2.456 -1.485 0.0001
H 3.369 3.203 -1.710 0.0001
H 4.444 -0.562 -3.739 0.0003
H 3.882 -1.572 -2.406 0.0002
H 5.309 -0.553 -2.209 0.0001
H 5.194 0.614 -0.143 0.0009
H 6.359 0.315 1.985 -0.0008
H 5.098 -0.221 4.046 0.0012
H 2.628 -0.443 3.956 -0.0005
H 0.516 -2.545 2.320 0.0004
H -1.032 -3.183 4.177 0.0000
H -1.978 -1.430 5.638 0.0001
H -1.388 0.938 5.270 0.0000
H 0.147 1.560 3.410 0.0001
C -1.586 5.056 0.327 0.0004
C -0.095 4.727 0.422 0.0022
C 0.161 3.318 0.143 0.0142
N 0.350 2.214 -0.090 -0.0014
H -1.740 6.096 0.604 0.0000
H -2.167 4.429 1.000 0.0000
H -1.951 4.911 -0.688 0.0000
H 0.306 4.936 1.416 0.0006
H 0.497 5.302 -0.292 0.0005
S 1.048 -2.051 -0.964 -0.0359
C -0.502 -2.757 -1.265 -0.0085
N -0.802 -3.396 -2.387 -0.0043
C -2.175 -3.903 -2.391 -0.0007
C -2.651 -3.565 -0.961 -0.0003
N -1.510 -2.829 -0.409 -0.0027
H -0.136 -3.495 -3.133 0.0001
H -2.197 -4.972 -2.594 0.0000
H -2.762 -3.384 -3.150 -0.0004
H -2.836 -4.463 -0.371 -0.0002
H -3.546 -2.946 -0.959 0.0000
H -1.542 -2.228 0.402 0.0000
Cl -7.646 -1.003 -1.674 0.0003
C -5.975 -0.667 -1.380 0.0006
C -5.122 -0.474 -2.458 -0.0001
C -3.784 -0.211 -2.219 0.0013
C -3.307 -0.153 -0.914 0.0011
C -4.176 -0.338 0.158 0.0015
C -5.517 -0.594 -0.070 0.0000
C -1.856 0.028 -0.657 0.0131
O -1.382 -0.108 0.500 0.0362
O -1.068 0.271 -1.623 0.0327
H -5.512 -0.527 -3.465 0.0000
H -3.099 -0.052 -3.041 0.0002
H -3.789 -0.285 1.168 0.0003
H -6.208 -0.739 0.748 0.0000
```

Frontier orbital gap (alpha / beta) ... 6.22 / 7.51 eV
Charge ... +1
ΔE to the lowest compared entry with this formula, charge and spin ... 0.000 eV
Spin multiplicity ... 5